Entry 1:
{
  "formula": "C7H14N3O2",
  "method": "wB97M-V/def2-TZVPD",
  "symbols": ["N", "C", "C", "C", "N", "C", "C", "C", "C", "N", "O", "O", "H", "H", "H", "H", "H", "H", "H", "H", "H", "H", "H", "H", "H", "H"],
  "coordinates": [[0.046, -1.853, 0.875], [-0.446, -0.911, -0.024], [0.199, 0.407, -0.186], [1.508, 0.185, -1.009], [2.181, -0.994, -0.397], [-0.770, 1.506, -0.746], [-1.603, 2.133, 0.315], [-2.436, 1.329, 0.992], [-2.608, -0.114, 0.816], [-3.108, -0.642, -0.372], [-3.153, 0.016, -1.404], [-3.490, -1.813, -0.332], [0.265, -1.482, 1.812], [-0.245, -2.806, 0.935], [-0.831, -1.463, -0.948], [0.712, 0.770, 0.839], [2.261, 1.127, -0.960], [1.320, -0.045, -2.163], [2.821, -1.537, -1.023], [1.297, -1.520, -0.043], [2.818, -0.601, 0.295], [-1.262, 0.873, -1.532], [-0.097, 2.282, -1.218], [-1.512, 3.241, 0.286], [-2.967, 1.849, 1.819], [-2.876, -0.842, 1.715]],
  "e_lumo_ev": [-4.4, -4.4],
  "multiplicity": 1,
  "relative_energy_kcal_mol": 164.79,
  "smiles": "[NH2+]=C[C@@H](C[NH3+])C/C=C\\C=[N+]([O-])[O-]",
  "energy_ha": -589.37816,
  "charge": 1
}

=====

Entry 2:
{
  "formula": "C49H99BBr6N5O27",
  "method": "wB97M-V/def2-TZVPD",
  "symbols": ["O", "C", "O", "B", "O", "C", "O", "O", "C", "O", "C", "O", "O", "C", "O", "C", "C", "N", "C", "C", "O", "C", "H", "H", "H", "H", "H", "H", "H", "H", "H", "H", "H", "H", "H", "H", "H", "C", "O", "C", "C", "N", "C", "C", "O", "C", "H", "H", "H", "H", "H", "H", "H", "H", "H", "H", "H", "H", "H", "H", "H", "C", "O", "C", "C", "N", "C", "C", "O", "C", "H", "H", "H", "H", "H", "H", "H", "H", "H", "H", "H", "H", "H", "H", "H", "C", "O", "C", "C", "N", "C", "C", "O", "C", "H", "H", "H", "H", "H", "H", "H", "H", "H", "H", "H", "H", "H", "H", "H", "C", "O", "C", "C", "N", "C", "C", "O", "C", "H", "H", "H", "H", "H", "H", "H", "H", "H", "H", "H", "H", "H", "H", "H", "Br", "C", "C", "Br", "H", "H", "H", "H", "Br", "C", "C", "Br", "H", "H", "H", "H", "Br", "C", "C", "Br", "H", "H", "H", "H", "C", "C", "O", "C", "O", "O", "H", "H", "H", "H", "C", "C", "O", "C", "O", "O", "H", "H", "H", "H", "C", "C", "O", "C", "O", "O", "H", "H", "H", "H"],
  "coordinates": [[20.995, 29.579, -1.123], [21.977, 30.239, -1.464], [22.560, 30.270, -2.635], [23.789, 31.135, -2.650], [23.787, 31.606, -1.277], [22.708, 31.264, -0.595], [22.533, 31.567, 0.574], [23.713, 32.279, -3.627], [24.719, 32.210, -4.494], [24.840, 32.987, -5.464], [25.642, 31.009, -4.076], [25.085, 30.454, -2.976], [26.735, 30.776, -4.682], [29.764, 34.214, -11.026], [28.995, 35.010, -11.924], [29.315, 34.578, -13.202], [28.350, 35.343, -14.182], [28.247, 36.825, -13.997], [29.579, 37.382, -13.725], [29.580, 38.932, -13.610], [28.738, 39.198, -12.480], [28.919, 40.545, -12.040], [29.386, 34.545, -10.058], [30.751, 34.676, -11.006], [29.752, 33.135, -11.179], [29.033, 33.536, -13.354], [30.383, 34.696, -13.388], [27.315, 35.014, -14.097], [28.615, 35.097, -15.210], [27.978, 37.255, -14.871], [30.272, 37.079, -14.509], [30.015, 37.039, -12.786], [29.283, 39.388, -14.555], [30.574, 39.331, -13.413], [29.941, 40.924, -12.034], [28.536, 40.670, -11.027], [28.448, 41.296, -12.674], [18.543, 23.063, -0.919], [19.110, 21.746, -0.862], [20.272, 21.792, -0.082], [21.170, 20.541, -0.315], [20.486, 19.283, 0.160], [20.504, 19.233, 1.613], [19.965, 17.904, 2.196], [20.028, 18.147, 3.661], [19.847, 16.977, 4.335], [18.332, 23.437, 0.083], [17.565, 23.066, -1.401], [19.149, 23.710, -1.554], [20.030, 21.933, 0.972], [20.867, 22.676, -0.311], [22.185, 20.649, 0.067], [21.174, 20.340, -1.386], [19.512, 19.265, -0.109], [19.893, 19.996, 2.094], [21.525, 19.299, 1.989], [20.655, 17.098, 1.947], [18.970, 17.614, 1.859], [18.831, 16.632, 4.141], [20.121, 17.070, 5.386], [20.446, 16.147, 3.959], [24.693, 22.982, -5.095], [25.020, 24.267, -5.013], [24.624, 24.886, -3.693], [25.565, 24.514, -2.599], [25.312, 25.298, -1.426], [26.133, 24.776, -0.317], [26.043, 25.843, 0.842], [26.823, 26.856, 0.414], [26.720, 28.006, 1.222], [24.765, 22.489, -6.064], [23.727, 22.750, -4.647], [25.451, 22.539, -4.449], [23.570, 24.742, -3.457], [24.759, 25.955, -3.857], [26.613, 24.621, -2.881], [25.402, 23.489, -2.265], [25.537, 26.278, -1.524], [27.207, 24.648, -0.449], [25.714, 23.816, -0.015], [26.271, 25.454, 1.835], [25.013, 26.175, 0.971], [27.046, 27.807, 2.243], [25.691, 28.364, 1.216], [27.320, 28.790, 0.761], [21.986, 38.418, 3.319], [22.131, 39.857, 3.034], [23.443, 40.356, 3.292], [23.417, 41.797, 2.920], [22.884, 41.973, 1.583], [22.798, 43.342, 1.084], [22.283, 43.259, -0.339], [20.857, 42.992, -0.147], [20.116, 43.320, -1.324], [22.750, 37.792, 2.860], [20.985, 38.133, 2.995], [22.063, 38.222, 4.389], [24.210, 39.901, 2.665], [23.707, 40.295, 4.348], [24.352, 42.337, 3.071], [22.728, 42.175, 3.676], [21.938, 41.655, 1.740], [23.780, 43.802, 0.976], [22.257, 43.998, 1.766], [22.763, 42.520, -0.981], [22.482, 44.254, -0.738], [20.544, 44.196, -1.811], [19.100, 43.570, -1.021], [20.058, 42.538, -2.082], [16.043, 33.340, -2.393], [15.884, 32.670, -3.579], [17.008, 32.544, -4.501], [16.684, 31.450, -5.524], [15.295, 31.481, -5.991], [14.808, 30.190, -6.569], [13.215, 30.210, -6.650], [12.590, 30.396, -5.386], [11.199, 30.582, -5.608], [15.130, 33.810, -2.027], [16.660, 34.231, -2.508], [16.455, 32.848, -1.512], [17.941, 32.419, -3.952], [17.183, 33.473, -5.043], [17.068, 30.516, -5.115], [17.381, 31.510, -6.360], [14.706, 31.527, -5.172], [15.069, 29.344, -5.934], [15.231, 30.035, -7.562], [12.909, 29.219, -6.985], [12.890, 30.992, -7.337], [10.755, 30.865, -4.653], [10.775, 29.618, -5.889], [10.993, 31.312, -6.390], [34.205, 27.304, -2.461], [32.795, 28.585, -2.846], [31.868, 28.708, -1.646], [32.673, 29.766, -0.129], [32.143, 28.224, -3.642], [33.260, 29.532, -3.120], [31.456, 27.778, -1.255], [30.989, 29.288, -1.929], [18.778, 24.921, 5.364], [19.639, 26.633, 4.798], [20.202, 27.464, 6.010], [22.009, 26.819, 6.557], [18.837, 27.122, 4.245], [20.435, 26.530, 4.061], [19.543, 27.351, 6.871], [20.294, 28.491, 5.656], [28.830, 27.133, -12.309], [29.253, 25.778, -10.902], [29.445, 26.392, -9.499], [29.652, 24.856, -8.215], [30.104, 25.176, -11.220], [28.411, 25.091, -10.818], [28.565, 26.948, -9.177], [30.357, 26.973, -9.361], [23.707, 38.372, -1.879], [22.158, 38.383, -1.914], [21.890, 38.301, -3.298], [23.037, 38.193, -4.037], [23.134, 38.038, -5.250], [24.043, 38.317, -3.299], [24.009, 37.429, -1.423], [24.109, 39.274, -1.419], [21.795, 39.357, -1.585], [21.794, 37.487, -1.410], [29.028, 35.897, -2.918], [29.491, 37.194, -2.228], [29.231, 36.940, -0.877], [28.602, 35.735, -0.744], [28.221, 35.350, 0.375], [28.483, 35.087, -1.913], [29.792, 35.344, -3.464], [28.120, 36.100, -3.486], [28.871, 38.019, -2.576], [30.544, 37.441, -2.363], [13.943, 29.025, -0.604], [12.905, 30.009, -0.903], [11.782, 29.173, -0.843], [12.083, 27.851, -1.018], [11.240, 26.946, -1.069], [13.372, 27.845, -1.159], [14.264, 28.962, 0.435], [14.825, 29.224, -1.213], [13.058, 30.491, -1.868], [12.779, 30.800, -0.164]],
  "e_lumo_ev": 1.6,
  "multiplicity": 1,
  "energy_ha": -19700.52945,
  "charge": -1
}

=====

Entry 3:
{
  "formula": "C37H25F10N2O2PS2W",
  "method": "wB97M-V/def2-TZVPD",
  "symbols": ["W", "O", "C", "C", "C", "C", "C", "C", "C", "O", "N", "N", "C", "S", "C", "C", "S", "H", "H", "H", "H", "H", "H", "H", "H", "H", "F", "C", "F", "F", "C", "C", "C", "C", "C", "C", "P", "C", "C", "C", "C", "C", "C", "C", "F", "F", "F", "C", "C", "C", "C", "C", "C", "C", "F", "F", "F", "H", "H", "H", "H", "H", "H", "H", "H", "H", "H", "H", "H", "F", "C", "C", "C", "C", "C", "C", "H", "H", "H", "H"],
  "coordinates": [[-0.309, 0.928, 1.314], [4.131, -1.331, 3.868], [4.562, -0.825, 2.704], [5.927, -0.931, 2.435], [6.445, -0.425, 1.265], [5.622, 0.204, 0.323], [4.280, 0.317, 0.576], [3.723, -0.191, 1.767], [2.306, -0.054, 2.002], [1.572, 0.582, 1.066], [1.703, -0.483, 3.066], [0.339, -0.213, 2.998], [-0.360, -0.631, 4.024], [0.361, -1.344, 5.398], [-1.222, -1.752, 6.197], [-2.244, -0.705, 5.800], [-2.084, -0.468, 4.001], [3.170, -1.214, 3.947], [6.553, -1.421, 3.168], [7.505, -0.519, 1.072], [6.041, 0.592, -0.595], [3.628, 0.791, -0.145], [-1.051, -1.750, 7.273], [-1.517, -2.752, 5.882], [-2.064, 0.246, 6.299], [-3.262, -1.037, 5.999], [1.056, 8.060, -3.179], [1.926, 7.315, -2.487], [2.782, 6.763, -3.350], [2.613, 8.131, -1.679], [1.188, 6.266, -1.682], [1.227, 4.935, -2.054], [0.528, 3.998, -1.307], [-0.207, 4.412, -0.198], [-0.246, 5.761, 0.172], [0.455, 6.688, -0.574], [-1.102, 3.189, 0.741], [-2.883, 3.334, 0.655], [-3.634, 2.340, 1.309], [-5.001, 2.300, 1.139], [-5.617, 3.232, 0.307], [-4.881, 4.207, -0.340], [-3.503, 4.261, -0.171], [-7.115, 3.197, 0.091], [-7.397, 3.088, -1.212], [-7.679, 2.165, 0.728], [-7.679, 4.323, 0.540], [-0.500, 3.158, 2.467], [0.898, 3.058, 2.652], [1.422, 2.876, 3.927], [0.563, 2.827, 5.012], [-0.814, 2.984, 4.853], [-1.349, 3.133, 3.591], [1.093, 2.621, 6.416], [0.420, 1.616, 7.012], [0.909, 3.720, 7.147], [2.385, 2.311, 6.420], [1.804, 4.631, -2.917], [0.553, 2.952, -1.588], [-0.813, 6.083, 1.037], [0.441, 7.734, -0.300], [-3.131, 1.627, 1.965], [-5.600, 1.552, 1.639], [-5.378, 4.922, -0.983], [-2.926, 5.013, -0.694], [1.572, 3.163, 1.809], [2.491, 2.789, 4.068], [-1.461, 2.989, 5.721], [-2.417, 3.248, 3.463], [-3.368, -2.740, -2.503], [-2.708, -1.905, -1.719], [-2.005, -2.425, -0.642], [-1.330, -1.546, 0.180], [-1.342, -0.151, -0.070], [-2.060, 0.319, -1.191], [-2.749, -0.547, -2.010], [-1.996, -3.493, -0.476], [-0.778, -1.963, 1.018], [-2.092, 1.377, -1.419], [-3.311, -0.203, -2.868]],
  "e_lumo_ev": [-7.8, -7.4],
  "multiplicity": 3,
  "relative_energy_kcal_mol": 0.00,
  "energy_ha": -3887.92266,
  "charge": 2
}

=====

Entry 4:
{
  "formula": "C22H45BF4N6O2",
  "method": "wB97M-V/def2-TZVPD",
  "symbols": ["C", "C", "C", "N", "C", "C", "C", "C", "C", "H", "H", "H", "H", "H", "H", "H", "H", "H", "H", "H", "H", "H", "H", "H", "H", "H", "H", "B", "F", "F", "F", "F", "C", "C", "N", "H", "H", "H", "C", "C", "N", "H", "H", "H", "C", "C", "N", "H", "H", "H", "C", "C", "N", "H", "H", "H", "C", "C", "N", "H", "H", "H", "C", "C", "O", "H", "H", "H", "H", "H", "H", "C", "C", "O", "H", "H", "H", "H", "H", "H"],
  "coordinates": [[0.397, 4.026, 2.636], [0.973, 3.741, 1.269], [2.553, 3.504, 1.334], [3.143, 3.275, -0.060], [2.998, 4.478, -0.851], [2.631, 2.085, -0.738], [3.637, 1.530, -1.808], [4.973, 2.017, -1.295], [4.492, 2.845, 0.017], [0.592, 5.151, 2.880], [0.797, 3.505, 3.553], [-0.662, 3.864, 2.653], [0.813, 4.508, 0.484], [0.430, 2.937, 0.859], [2.619, 2.623, 2.034], [3.041, 4.369, 1.932], [2.028, 4.840, -1.251], [3.526, 4.565, -1.841], [3.254, 5.346, -0.403], [1.720, 2.284, -1.135], [2.577, 1.338, -0.180], [3.362, 1.824, -2.734], [3.330, 0.441, -1.811], [5.488, 2.625, -2.004], [5.707, 1.073, -0.992], [5.292, 3.489, 0.109], [4.754, 2.103, 0.683], [-0.364, -1.094, -0.958], [0.702, -2.019, -0.423], [-0.525, -1.445, -2.290], [-1.529, -1.352, -0.289], [0.117, 0.243, -0.788], [-2.578, 1.435, 1.142], [-2.875, 1.130, 2.556], [-3.217, 0.923, 3.678], [-2.583, 2.409, 0.978], [-1.541, 1.062, 1.112], [-3.261, 1.011, 0.505], [-3.727, -2.705, -2.771], [-5.238, -2.899, -2.593], [-6.329, -3.129, -2.545], [-3.238, -3.088, -3.545], [-3.433, -1.484, -2.797], [-3.212, -3.036, -1.866], [-4.712, -2.064, 0.843], [-5.460, -0.886, 0.334], [-6.138, -0.019, -0.089], [-3.872, -1.977, 0.430], [-4.453, -1.892, 1.964], [-5.360, -2.973, 0.614], [-0.479, -3.577, 2.154], [-1.598, -4.428, 2.885], [-2.456, -5.044, 3.411], [-1.078, -3.590, 1.189], [-0.392, -2.490, 2.489], [0.396, -4.194, 2.080], [-1.678, 1.947, -2.615], [-3.124, 2.240, -2.200], [-4.181, 2.301, -1.794], [-1.601, 0.875, -2.652], [-1.439, 2.405, -3.355], [-0.904, 2.519, -1.988], [0.638, -6.140, -3.296], [0.309, -4.915, -2.583], [1.427, -4.224, -2.318], [1.210, -6.810, -2.737], [1.248, -5.773, -4.265], [-0.182, -6.734, -3.511], [-0.062, -5.587, -1.910], [-0.516, -4.218, -3.049], [1.044, -3.529, -1.733], [0.707, 0.362, 3.444], [1.669, -0.358, 2.685], [2.248, -1.427, 3.421], [1.119, 0.783, 4.327], [0.071, -0.388, 3.966], [-0.103, 0.833, 2.934], [2.267, 0.393, 2.505], [1.313, -0.641, 1.768], [2.488, -1.123, 4.206]],
  "e_lumo_ev": -0.9,
  "multiplicity": 1,
  "relative_energy_kcal_mol": 36.99,
  "energy_ha": -1768.33792
}